C21H35AlF12NO9 | ωB97M-V/def2-TZVPD

CARTESIAN COORDINATES (ANGSTROEM)
Al (-3.26377, -4.69816, -5.15316)
F (6.26642, 4.61408, 3.10943)
F (0.44455, -2.91559, -4.04260)
F (1.16353, 3.91736, 1.76983)
F (-2.13875, -4.73763, 4.03684)
F (4.97274, 6.32752, 2.82288)
F (-3.02912, -3.02672, 5.02183)
F (-0.53625, -1.74348, -5.59748)
F (-0.07569, 2.33839, 2.58798)
F (6.75494, 6.50791, 4.04280)
F (-0.88364, -3.12602, 4.76493)
F (0.34597, 2.39644, 0.46257)
F (1.61427, -1.60708, -5.30291)
O (2.78684, 2.16328, 2.92806)
O (-0.30677, -0.77257, -2.59879)
O (4.68120, 6.31081, 5.70085)
O (-3.22944, -2.17377, 2.48321)
O (-1.09081, -2.82217, 2.14084)
O (0.49158, 0.56059, -4.22933)
O (2.33285, 0.76553, 1.21242)
O (-6.19561, -3.66051, -4.44436)
O (4.54926, 4.13921, 5.09928)
N (-2.07477, -3.77948, -2.30132)
C (0.16643, -0.60583, -3.68453)
C (4.92187, 5.26269, 4.93431)
C (4.69626, 5.52274, 8.01012)
C (5.75358, 5.69069, 3.70369)
C (-4.10633, -2.87603, -5.52479)
C (2.10027, 1.72126, 1.89043)
C (-1.07583, -2.25186, 0.80373)
C (0.19976, 1.72037, -3.42503)
C (-2.06123, -3.40784, 4.18771)
C (1.26778, 1.95974, -2.38188)
C (5.14592, 1.80671, 2.43858)
C (-3.47415, -4.24442, -2.25064)
C (-2.21135, -2.70359, 2.81797)
C (3.96258, 1.39945, 3.28531)
C (3.86549, 6.06467, 6.86967)
C (0.43053, -1.76022, -4.68033)
C (-3.71243, -5.35659, -3.28109)
C (0.85913, 2.61577, 1.66875)
C (-5.62085, -2.74300, -5.39065)
C (-0.79316, -0.76814, 0.85966)
C (-6.02419, -1.31752, -4.99339)
H (5.11140, 4.54665, 7.76162)
H (3.43778, 7.03278, 7.11914)
H (-0.28731, -2.77599, 0.27197)
H (-1.98820, -2.77382, -2.28786)
H (-6.37311, -3.17391, -3.63507)
H (1.30278, 1.13905, -1.66696)
H (-3.55871, -5.78779, -6.33514)
H (4.13486, 1.63204, 4.33270)
H (-1.63755, -4.45719, -5.14992)
H (5.52377, 6.19646, 8.23328)
H (-0.78039, 1.60425, -2.96307)
H (6.04220, 1.28446, 2.77357)
H (-3.63491, -2.15649, -4.83993)
H (0.14246, 2.54542, -4.13233)
H (4.07803, 5.41841, 8.90111)
H (-7.10699, -1.18420, -4.93742)
H (-3.85540, -2.61341, -6.55898)
H (5.30982, 2.87953, 2.52191)
H (-5.59746, -0.62279, -5.71809)
H (-3.14633, -6.25114, -2.99063)
H (4.97720, 1.56094, 1.38984)
H (-3.69718, -4.56185, -1.22148)
H (-6.09721, -2.92683, -6.35858)
H (-2.01309, -2.46901, 0.29644)
H (-4.77224, -5.63186, -3.25133)
H (0.13895, -0.57718, 1.39440)
H (-4.14988, -3.40943, -2.48225)
H (2.25070, 2.03991, -2.84889)
H (-1.59319, -0.23324, 1.37386)
H (3.05172, 5.39051, 6.60680)
H (-5.55203, -1.07026, -4.03610)
H (-1.62866, -4.13869, -3.13605)
H (1.05912, 2.88139, -1.84213)
H (-0.70422, -0.37963, -0.15405)
H (3.74366, 0.33597, 3.19818)

Results
Total charge   -1
Frontier orbital gap   5.866 eV
HOMO energy   -4.4 eV


C21H35AsBMnO10P2 | ωB97M-V/def2-TZVPD

CARTESIAN COORDINATES (ANGSTROEM)
As (-1.29593, 1.52557, -2.10301)
Mn (1.15191, 0.16690, 0.32067)
P (1.06042, -2.74019, -1.45144)
P (-1.99825, -2.55316, -1.12778)
O (-3.13293, -3.49470, -1.75028)
O (1.45909, -4.13837, -1.14810)
O (1.03999, -1.70595, -0.36832)
O (-0.74767, -4.33021, -2.56122)
O (-0.95984, 0.89277, 2.57038)
O (-2.44064, -1.14678, -1.03091)
O (1.99281, -2.15222, -2.63775)
O (-1.65117, -3.25272, 0.24032)
O (0.14138, 0.72287, -1.98994)
O (-1.04693, -1.30567, 1.96622)
C (-0.74926, -2.13530, -3.55487)
C (-0.60542, -2.92227, -2.26232)
C (3.23574, 0.09979, 0.67398)
C (-2.77898, -1.97477, 3.59976)
C (-3.51552, -0.13722, 5.00644)
C (1.90673, 3.24204, -0.85444)
C (1.98863, 1.91940, 1.35681)
C (1.32588, 2.93515, 2.23237)
C (-2.65027, 0.75351, 4.36351)
C (-1.01891, 3.28208, -2.88514)
C (3.97425, -1.20636, 0.69693)
C (-1.92667, -1.08983, 2.98075)
C (3.05283, 0.96266, -0.44726)
C (-3.57919, -1.47295, 4.62995)
C (2.28934, 2.07300, -0.00849)
C (-2.21458, 1.87697, -0.45761)
C (-1.86725, 0.24708, 3.35186)
C (3.55524, 0.77799, -1.84890)
C (2.57195, 0.68676, 1.79118)
C (2.59969, 0.16543, 3.19552)
C (-2.54422, 0.78469, -3.37387)
B (-0.39556, -0.03743, 1.63645)
H (-0.38578, 3.88239, -2.23987)
H (1.94992, -1.18636, -2.62502)
H (-4.14916, 0.22191, 5.80781)
H (0.54772, 3.48167, 1.69508)
H (-2.97988, -0.11869, -2.95821)
H (-2.59386, 1.79780, 4.64229)
H (1.80046, 2.94752, -1.89814)
H (4.85299, -1.15798, 1.34738)
H (0.00301, -2.48052, -4.26295)
H (-0.01651, -4.75115, -2.05939)
H (1.68572, 0.42134, 3.73430)
H (-4.26342, -2.13814, 5.14134)
H (4.31979, 1.51602, -2.11329)
H (4.31227, -1.48748, -0.30020)
H (3.44356, 0.57054, 3.76614)
H (-1.25700, -2.61006, 0.88415)
H (2.73518, 0.89054, -2.56599)
H (-0.58802, -1.07627, -3.35942)
H (-1.97697, 3.78236, -3.02934)
H (2.05489, 3.66834, 2.59584)
H (2.65755, 4.03772, -0.79585)
H (-1.74138, -2.28982, -3.98621)
H (-2.82488, -3.01144, 3.29187)
H (-3.21697, 2.24379, -0.68177)
H (-0.52604, 3.15043, -3.84783)
H (-2.67808, -4.28073, -2.10388)
H (-1.64854, 2.61931, 0.10328)
H (-3.31109, 1.53257, -3.57710)
H (3.99770, -0.20845, -1.98581)
H (0.95807, 3.67015, -0.52342)
H (3.33367, -2.01593, 1.04913)
H (-2.26590, 0.94706, 0.09623)
H (2.68857, -0.92220, 3.20152)
H (-1.99485, 0.56529, -4.28799)
H (0.85059, 2.46992, 3.09388)

Results
Total charge   -1
2S+1   2
Frontier orbital gap (spin up / spin down)   6.958 / 6.549 eV
ΔE to the lowest compared entry with this formula, charge and spin   0.516 eV
HOMO energy (spin up / spin down)   -4.4 / -4.0 eV


C21H35BMgO2P2 | ωB97M-V/def2-TZVPD

CARTESIAN COORDINATES (ANGSTROEM)
P (-1.10613, 2.67315, -1.49765)
P (2.70060, 2.49425, -0.15158)
Mg (-1.94255, -1.03123, 2.31336)
O (-0.54224, -4.68080, 1.65272)
O (-2.15626, -3.18118, 2.24010)
C (-0.79325, 0.39159, 0.22535)
C (-3.24361, -7.15005, 2.07596)
C (3.32988, 3.47765, 1.24036)
C (1.09648, 0.24975, -2.39445)
C (-0.32759, 0.14218, -2.28854)
C (0.23252, 1.23377, 0.99080)
C (-1.72012, -5.35139, 1.83058)
C (1.84198, -0.70201, -1.39840)
C (0.35291, -2.29699, 1.92480)
C (-2.71834, -4.46508, 2.22279)
C (1.77308, 3.50191, -1.33261)
C (4.19944, 1.94821, -1.03301)
C (1.80482, 1.11811, 0.51659)
C (2.30333, -0.07396, -0.17339)
C (-4.22955, -6.26708, 2.51918)
C (0.27128, 3.82887, -1.13380)
C (-2.51665, 3.47274, -0.72016)
C (-1.07083, 0.88264, -1.26497)
C (-3.97013, -4.88694, 2.62348)
C (-1.96411, -6.70613, 1.72678)
C (-1.35987, 2.84099, -3.28860)
B (-0.76643, -3.34815, 1.90111)
H (1.17929, -2.81709, 2.42934)
H (1.42898, -0.01450, -3.40334)
H (-2.14395, 0.64017, -1.42995)
H (-1.77973, 0.38859, 0.80971)
H (-0.09688, 2.29094, 1.07918)
H (0.21556, 0.89567, 2.04631)
H (3.17707, -0.55361, 0.30609)
H (-1.17206, -7.36765, 1.39174)
H (2.33280, 4.45383, -1.29277)
H (4.09324, 4.19534, 0.89623)
H (1.43868, 1.28254, -2.21287)
H (0.07689, 4.65567, -1.84009)
H (-5.21735, -6.65497, 2.78655)
H (-0.41641, -0.63512, 0.16815)
H (-2.22476, 3.89055, 0.25225)
H (-2.21572, 2.23355, -3.59691)
H (3.80372, 2.80491, 1.97500)
H (-0.84098, -0.68988, -2.76893)
H (3.96512, 1.59839, -2.04825)
H (0.11485, 4.25343, -0.12860)
H (-3.46093, -8.21361, 1.99749)
H (4.89308, 2.79572, -1.11124)
H (2.73702, -1.12573, -1.89299)
H (-1.54746, 3.88184, -3.56463)
H (-2.86528, 4.29547, -1.35981)
H (0.70576, -2.07832, 0.91034)
H (2.28872, 1.05914, 1.51716)
H (2.50671, 4.02538, 1.72344)
H (4.71285, 1.14187, -0.49147)
H (-3.33174, 2.75496, -0.57950)
H (-4.70737, -4.17946, 3.00009)
H (0.17823, -1.34824, 2.48663)
H (1.20081, -1.58139, -1.19617)
H (1.97597, 3.11668, -2.34449)
H (-0.48340, 2.49010, -3.84048)

Results
Frontier orbital gap   4.269 eV
ΔE to the lowest compared entry with this formula, charge and spin   2.903 eV
HOMO energy   -4.1 eV


C21H35BrF7N3O6RuS2Si | ωB97M-V/def2-TZVPD

CARTESIAN COORDINATES (ANGSTROEM)
Ru (1.00534, 0.76238, -0.20026)
Br (-1.40883, 0.53850, -0.41223)
S (0.75637, 1.97200, 3.26853)
S (2.23848, 0.05419, 2.27721)
Si (-2.42164, -1.90519, -0.56940)
F (2.77558, -2.27585, 3.28543)
F (0.99950, 4.53515, 3.76669)
F (4.30371, -1.48503, 1.97779)
F (2.51126, 3.29876, 4.70399)
F (2.58990, 3.68153, 2.58013)
F (4.09187, -0.70769, 3.98358)
F (1.94783, 0.36732, -1.79201)
O (1.17841, -0.74385, 1.64461)
O (0.48923, 2.05193, 1.82329)
O (2.93518, 0.88213, 1.29533)
O (7.24680, 2.30316, -1.74008)
O (-0.37141, 2.00807, 4.12470)
O (4.96272, 5.64774, -1.09557)
N (5.33990, 3.43682, -1.27996)
N (1.77860, 0.79293, 3.56236)
N (1.17198, 2.83345, -0.86528)
C (0.99903, 4.99938, 0.08793)
C (-2.70663, -1.50472, -3.36646)
C (6.73971, 3.60341, -1.60634)
C (3.10155, 4.22376, -0.76287)
C (4.55226, 4.50376, -1.05276)
C (-2.26794, -1.72394, 2.28075)
C (-3.85172, -3.41781, 1.30557)
C (0.13384, -2.42404, -1.76678)
C (0.44670, 3.78612, -0.26995)
C (-3.56043, -1.55930, -2.09018)
C (2.34384, 5.21586, -0.15192)
C (1.78073, 3.47837, 3.62139)
C (-4.58244, -2.70268, -2.19147)
C (-3.27158, -2.00247, 1.14882)
C (2.47193, 3.04909, -1.12458)
C (-1.45865, -4.35572, -1.56809)
C (3.44902, -1.19067, 2.94177)
C (-4.31207, -0.22302, -1.98683)
C (-0.93568, -3.07851, -0.88311)
C (-4.40107, -0.96881, 1.25362)
C (-0.24510, -3.49872, 0.42253)
H (-4.35364, -3.48849, 2.27394)
H (-5.16601, -2.57328, -3.10658)
H (0.60209, -4.14324, 0.17176)
H (-1.94063, -0.72987, -3.29949)
H (-3.35656, -1.24812, -4.20748)
H (-3.62504, 0.61894, -1.91546)
H (-4.78256, -0.96880, 2.27758)
H (2.82282, 6.14992, 0.11248)
H (6.82499, 4.18434, -2.53035)
H (7.24255, 4.17256, -0.81738)
H (0.14450, -2.64602, 0.97294)
H (-1.51910, -2.50384, 2.37862)
H (5.04392, 2.48736, -1.12130)
H (-4.98835, -0.18583, -1.13803)
H (-0.62454, -5.04724, -1.70638)
H (-5.23487, -1.21228, 0.59638)
H (-4.04526, 0.03856, 1.02977)
H (-5.28039, -2.69200, -1.35306)
H (-0.24333, -2.09299, -2.73114)
H (-2.21202, -4.85824, -0.95665)
H (-0.60078, 3.57334, -0.10803)
H (0.37244, 5.75424, 0.54029)
H (0.58967, -1.57054, -1.26439)
H (-1.75931, -0.76686, 2.15481)
H (-4.58656, -3.64744, 0.53255)
H (-0.90836, -4.07240, 1.06910)
H (-2.23767, -2.45825, -3.60016)
H (-1.89208, -4.15872, -2.54723)
H (8.16329, 2.33571, -2.03042)
H (-2.81838, -1.67712, 3.22430)
H (-4.11052, -3.68570, -2.23414)
H (2.98300, 2.27554, -1.68247)
H (-3.07715, -4.18579, 1.27790)
H (-4.90942, -0.09288, -2.89274)
H (0.93721, -3.14238, -1.94940)

Results
Total charge   +1
2S+1   2
Frontier orbital gap (spin up / spin down)   6.879 / 6.988 eV
ΔE to the lowest compared entry with this formula, charge and spin   1.529 eV
HOMO energy (spin up / spin down)   -12.3 / -12.3 eV


C21H35Cl2CsFLi2N2NaO15P | ωB97M-V/def2-TZVPD

CARTESIAN COORDINATES (ANGSTROEM)
Cs (-1.46814, 0.07615, 5.88421)
Cl (-1.16439, 1.24615, 2.71749)
Cl (-8.02041, 1.81438, 2.51440)
P (1.58258, -1.26470, 0.99590)
Na (2.65037, -0.57037, -2.01727)
F (-4.37511, 3.91498, 1.80370)
O (-0.80732, -2.57625, 0.88604)
O (-2.62497, -3.85324, 1.30123)
O (-0.79886, 4.22850, 5.65932)
O (-0.64064, -4.32974, 2.32975)
O (1.04304, -0.48518, -0.31839)
O (3.78138, -5.54201, -1.27912)
O (-4.40074, 6.39626, 0.02123)
O (-0.01340, 3.06695, 7.39398)
O (-0.94399, 2.00127, 5.62470)
O (-2.53366, -0.86573, 2.21608)
O (1.03891, 4.43684, -0.68173)
O (-3.09209, 4.80943, -0.87212)
O (2.30155, 3.31567, -3.07390)
O (2.06842, -0.10404, 1.92909)
O (-4.38171, 6.10228, -2.20222)
N (2.83383, -2.12554, 0.55561)
N (5.08508, -3.72916, -3.07982)
C (-5.07983, 2.93701, 1.20848)
C (-5.33350, 0.61600, 0.69421)
C (-0.54599, 3.03024, 6.31364)
C (2.51322, 2.87922, -1.75866)
C (2.45570, -5.91638, -1.61629)
C (2.88747, 4.58902, -3.34448)
C (-1.47947, -0.53432, 2.59892)
C (3.89225, -5.32987, -4.48003)
C (-4.62251, 1.63970, 1.30802)
C (-6.49017, 0.90317, -0.01151)
C (-3.94419, 5.74819, -1.12376)
C (4.78081, -6.02206, -2.17906)
C (-0.02675, 4.96098, -1.48662)
C (1.28803, 3.07828, -0.88259)
C (0.58061, -3.66364, 2.23090)
C (-6.23144, 3.24658, 0.51310)
C (-0.33588, -1.52167, 3.01543)
C (4.98175, -5.15044, -3.42846)
C (-6.94433, 2.21716, -0.09836)
C (-1.49520, -3.63300, 1.49207)
C (0.24920, -2.25335, 1.76697)
Li (3.00966, -3.39453, 2.73874)
Li (-4.34515, 3.12072, -1.32461)
H (1.86757, -5.92805, -0.69515)
H (3.97500, 4.49647, -3.41938)
H (1.28466, -1.06983, -1.04418)
H (-4.98439, -0.40513, 0.77235)
H (0.01271, 6.04390, -1.41901)
H (2.41434, -6.91238, -2.05986)
H (-1.21828, 3.89107, 4.85686)
H (2.63175, 5.31750, -2.57486)
H (2.00040, -5.18894, -2.29410)
H (3.38037, 3.37460, -1.31398)
H (2.49779, 4.93496, -4.29781)
H (-3.71662, 1.45109, 1.86167)
H (3.69203, -6.38615, -4.66191)
H (5.71231, -6.01503, -1.60902)
H (1.31026, -3.83453, 3.03680)
H (1.48696, 2.63508, 0.10436)
H (-0.68134, -2.25615, 3.77394)
H (4.58508, -7.06549, -2.44618)
H (0.08137, 4.66990, -2.53484)
H (2.66882, -3.11057, 0.74333)
H (1.02365, -4.13869, 1.33745)
H (5.87123, -3.60169, -2.44787)
H (4.20440, -4.88623, -5.42402)
H (2.95607, -4.84730, -4.19450)
H (-7.04278, 0.10827, -0.49156)
H (-0.99285, 4.62954, -1.10244)
H (0.41391, 2.57139, -1.31073)
H (-6.56309, 4.27520, 0.45210)
H (5.92510, -5.45341, -3.88728)
H (2.59252, -0.51511, 2.62873)
H (2.73854, 1.79223, -1.82249)
H (0.44533, -0.91872, 3.50959)
H (-7.84205, 2.44455, -0.65301)
H (-3.89140, 5.90027, 0.67954)
H (4.27662, -3.51255, -2.50675)

Results
Total charge   +1
Frontier orbital gap   1.242 eV
HOMO energy   -7.6 eV


C21H35Cl4CuO13 | ωB97M-V/def2-TZVPD

CARTESIAN COORDINATES (ANGSTROEM)
Cu (-1.37173, -6.07054, 0.67054)
Cl (7.66455, 2.87285, 0.26927)
Cl (-6.09015, -1.02421, -5.41660)
Cl (-2.72845, -0.92363, -6.44649)
Cl (7.22095, 2.49952, 3.73210)
O (-1.17529, -3.77979, 6.22954)
O (-5.46165, -2.45266, 1.66970)
O (1.71739, 5.55981, -2.77794)
O (4.69009, -3.71424, -6.14191)
O (0.92030, 6.48249, -0.94649)
O (-1.08914, -3.35607, 8.45419)
O (-6.96604, -0.95024, 0.87967)
O (0.28627, -1.99881, 0.03775)
O (-0.81509, -1.66432, 7.09018)
O (-5.72525, -0.44822, 2.59036)
O (6.36802, -4.51741, -4.94550)
O (6.45061, -4.59640, -7.20299)
O (-0.42875, 5.29134, -2.45974)
C (5.92384, -4.27067, -6.19348)
C (6.04905, -3.07146, -3.02311)
C (-6.00953, -1.39291, 1.74290)
C (-7.33618, 0.35964, 1.20347)
C (-1.95053, 0.12990, 8.37314)
C (0.77517, 5.82714, -1.99766)
C (6.15173, 3.07650, 1.26546)
C (-3.91081, -2.31114, -6.41147)
C (5.41947, -4.06473, -4.00554)
C (1.25583, 4.90372, -3.92846)
C (-1.32361, -2.24110, 9.28754)
C (0.22395, -0.59353, 0.20610)
C (2.08305, 3.62815, -4.19492)
C (-5.52547, 1.83563, 2.04460)
C (-6.43758, 0.69414, 2.38238)
C (-0.97778, -2.98492, 7.19136)
C (6.40048, 3.64013, 2.65441)
C (4.27990, -3.57302, -4.81065)
C (-4.82706, -2.24669, -5.22195)
C (-0.87516, -1.03711, 8.42373)
C (-0.17525, 4.52750, -3.62062)
H (5.57471, 3.80119, 0.69101)
H (5.50266, 3.93069, 3.19994)
H (-3.34292, -3.24079, -6.44819)
H (5.58378, 2.14974, 1.34696)
H (3.43155, -4.21641, -4.57733)
H (6.85522, -3.47401, -2.40980)
H (5.28294, -2.66185, -2.36478)
H (-0.57465, -0.09474, -0.34302)
H (3.15696, 3.75900, -4.32796)
H (-5.01856, 1.74156, 1.08424)
H (4.14320, -2.53639, -4.50272)
H (-4.48476, -2.37933, -7.33560)
H (-7.17070, 1.04997, 0.37633)
H (-2.89575, -0.27497, 8.01156)
H (-5.99605, 2.81576, 1.96709)
H (7.00233, 4.54264, 2.54785)
H (-1.98349, 0.65073, 9.33008)
H (1.37805, 5.57579, -4.77786)
H (-4.66758, 1.94254, 2.70845)
H (0.10931, -0.70456, 8.75284)
H (-6.97282, 0.99611, 3.28263)
H (1.77711, 3.21161, -5.15460)
H (-1.64170, 0.80998, 7.57928)
H (-0.80182, 4.87003, -4.44414)
H (-4.30329, -1.88651, -4.33651)
H (-8.39168, 0.39575, 1.47312)
H (-2.40156, -2.21805, 9.44750)
H (0.07810, -0.26269, 1.23439)
H (-0.82453, -2.26061, 10.25638)
H (1.13316, -0.05071, -0.05233)
H (-5.27912, -3.21302, -4.99843)
H (2.01278, 2.84964, -3.43527)
H (4.96274, -4.87829, -3.44196)
H (6.50452, -2.27731, -3.61469)
H (-0.41807, 3.49314, -3.37721)

Results
Total charge   +1
2S+1   2
Frontier orbital gap   4.650 eV
ΔE to the lowest compared entry with this formula, charge and spin   3.456 eV
HOMO energy   -12.1 eV